# 1
{
  "formula": "C15H26N4O2S",
  "method": "ωB97M-V/def2-TZVPD",
  "elements": ["H", "H", "C", "H", "H", "O", "H", "S", "H", "H", "H", "C", "H", "N", "H", "N", "H", "O", "C", "C", "C", "C", "H", "H", "H", "N", "H", "H", "C", "H", "H", "C", "H", "C", "H", "C", "H", "H", "H", "C", "C", "H", "N", "H", "C", "C", "C", "H"],
  "xyz": [[1.976220, 1.936929, -1.262841], [0.961796, -2.443690, -1.818055], [0.393434, -2.660347, -0.907432], [-0.579105, 2.248696, -0.846827], [0.863502, 4.306723, -2.398378], [-1.567108, -3.974943, -0.188251], [1.028447, -3.194879, -0.199039], [-1.010159, -0.367118, -2.612901], [-1.428232, -3.033971, -2.025721], [2.794753, 2.477852, 0.887638], [0.765220, -2.917821, 4.611390], [1.071090, 3.821683, 0.913617], [-0.592001, 4.786847, -0.146842], [-0.000836, -1.418477, -0.302151], [1.682214, -2.250161, 1.727908], [-0.852784, 0.590233, -0.060158], [-0.396823, -4.459559, -1.752566], [-0.354236, 2.848677, -3.933018], [0.485048, -3.596512, 3.808825], [-1.770096, 1.278815, -2.792266], [-2.706125, -3.191892, 0.091197], [0.476660, 4.607743, -0.251392], [-1.078631, -2.339614, 3.034144], [-2.314323, 1.229582, -3.734602], [0.983695, 5.568058, -0.351013], [-0.370677, 0.193518, 1.131389], [-3.348564, -3.104623, -0.791783], [-0.472327, -3.537234, 1.885933], [-0.801491, -3.553259, -1.291303], [-0.196731, -4.341629, 4.210667], [-3.244270, -3.715013, 0.879228], [2.404609, 3.338706, 0.346928], [0.436723, 2.969013, 1.159519], [0.767939, -1.773565, 2.091915], [-2.449306, 1.416191, -1.952840], [2.106783, 3.010752, -1.122833], [3.141537, 4.140968, 0.407938], [1.381789, -4.105776, 3.461595], [1.037018, -1.064808, 2.876480], [0.784712, 3.733722, -1.471544], [-0.177592, -2.835828, 2.668419], [2.914811, 3.331962, -1.777750], [-0.287382, 2.782536, -1.666210], [1.194917, 4.428970, 1.808810], [-0.624335, -0.369937, -0.918822], [-0.716475, 2.387732, -2.870706], [0.136156, -0.997087, 1.000004], [-2.449462, -2.188169, 0.443695]],
  "forces_ev_per_angstrom": [[0.0, 0.0, -0.1], [0.1, -0.1, 0.1], [-0.3, -0.7, -0.3], [-0.1, 0.0, -0.3], [0.0, -0.1, 0.2], [0.3, -0.1, 0.0], [0.0, 0.1, -0.1], [0.0, 0.0, -0.4], [0.0, -0.1, 0.0], [0.1, 0.0, 0.0], [0.1, 0.0, 0.1], [0.1, 0.2, 0.0], [0.0, 0.1, -0.1], [-0.3, 0.8, 0.2], [0.1, 0.0, 0.1], [-0.4, -0.1, -0.8], [0.0, 0.1, -0.1], [0.1, 0.1, -0.5], [-0.2, 0.1, -0.1], [0.2, -0.1, 0.1], [-0.1, 0.1, 0.1], [0.0, -0.1, 0.0], [-0.1, 0.0, -0.1], [0.1, 0.0, 0.1], [0.0, 0.1, 0.0], [0.3, -0.2, 1.1], [0.0, 0.0, 0.0], [-0.1, 0.1, 0.0], [0.2, 0.0, 0.0], [0.0, -0.1, 0.1], [-0.1, 0.1, 0.0], [0.0, -0.1, 0.1], [-0.1, -0.1, 0.1], [-0.3, -0.2, 0.0], [-0.1, 0.0, -0.1], [0.1, 0.0, -0.1], [0.0, 0.0, 0.1], [0.1, -0.1, 0.0], [0.1, 0.0, -0.1], [0.0, 0.2, -0.4], [0.3, -0.1, 0.1], [0.0, 0.0, 0.0], [0.0, 0.2, 0.4], [-0.1, 0.0, 0.1], [-0.1, 0.0, 0.1], [-0.4, -0.2, 0.3], [0.1, 0.1, -0.1], [0.0, 0.0, 0.0]],
  "smiles": "CCCc1nnc(SCC(=O)NC2CCCC2)n1CCOC",
  "de_lowest_ev": 0.1060,
  "total_charge": 0,
  "energy_ev": -36867.9464,
  "multiplicity": 1,
  "fmax_ev_per_a": 1.1
}

=====

# 2
{
  "formula": "C15H26N5O3",
  "method": "ωB97M-V/def2-TZVPD",
  "elements": ["C", "O", "H", "H", "H", "N", "C", "H", "H", "C", "C", "N", "C", "C", "H", "N", "H", "H", "C", "O", "C", "H", "H", "H", "C", "H", "H", "C", "H", "H", "H", "N", "H", "C", "C", "H", "H", "H", "H", "H", "N", "H", "H", "C", "C", "C", "O", "H", "H"],
  "xyz": [[-2.444100, -0.511110, 0.151984], [1.009345, 1.000081, 1.955293], [-4.658425, 2.818350, 2.671187], [2.503982, 2.682442, 2.939613], [-2.090378, 2.875495, 3.292412], [0.607223, -0.606929, -0.481409], [-3.986547, 1.142332, 1.406930], [3.762855, -3.345881, -2.422011], [-1.805087, -1.116829, -1.613118], [3.448524, -2.492932, -1.799360], [-4.156087, 1.778863, -3.226370], [-2.464633, 0.883214, -1.845623], [1.996201, -0.252821, 0.041532], [-3.737987, 0.782188, -2.317047], [4.255443, 2.596696, 2.486060], [3.026769, 1.584843, 1.214237], [3.665693, -1.513446, 0.754765], [4.254405, -3.966593, 0.555539], [1.899763, 0.885799, 1.150322], [-4.615199, 0.032777, -1.906747], [3.216727, -4.089411, 0.250246], [-1.641970, -1.123566, 0.712696], [4.271819, -1.931813, -1.398189], [3.681267, 1.446589, 0.483333], [2.593203, -1.684864, 0.485905], [1.724476, -3.155209, -0.813634], [-5.098845, 1.574948, -3.735974], [-1.734685, -0.193081, -1.134079], [2.137933, -2.152261, 1.386567], [0.358385, -1.555912, -0.239354], [2.607549, -4.363505, 1.086001], [-1.913713, 1.310262, 1.917841], [-3.587520, 1.784458, -4.211674], [2.703319, -2.897906, -0.487687], [-0.268958, 0.256145, -0.944893], [2.631592, 0.068052, -0.789279], [-3.301632, -1.071160, 0.076154], [-0.827442, 1.408786, 1.818980], [-4.890318, 0.837736, 0.838672], [-4.257792, 2.814704, -2.786071], [-3.924946, 2.087743, 2.372605], [2.864376, -1.674991, -2.316620], [-1.991849, 1.718998, -2.065940], [-2.593444, 2.237408, 2.643895], [-2.769900, 0.574720, 1.189092], [3.316766, 2.557641, 2.240356], [-0.060144, 1.456222, -0.992974], [3.194888, 3.500541, 1.713632], [3.089099, -4.997811, -0.307796]],
  "forces_ev_per_angstrom": [[3.8, 0.7, 4.2], [-2.0, 0.1, 0.6], [1.5, -2.0, -0.7], [0.3, -0.9, 0.7], [0.3, 1.1, 1.0], [2.5, -1.0, 1.0], [-2.4, -2.0, -1.5], [-0.3, 0.6, 0.1], [0.1, -1.4, -1.6], [-0.8, 0.8, 1.1], [-0.5, 3.5, -4.5], [0.1, -1.9, 0.0], [-1.7, -1.8, -0.3], [-0.9, -1.1, 2.1], [5.1, -0.6, 2.3], [-0.2, -0.6, 0.5], [-0.7, 0.2, 0.1], [0.1, -0.2, 0.1], [1.8, -1.8, -1.2], [1.0, -1.3, 0.6], [0.6, -0.3, 0.0], [-1.4, 0.2, -0.6], [1.2, 0.0, -0.3], [0.6, 0.0, -0.4], [1.3, 0.3, 0.9], [-1.3, -0.3, -0.2], [-0.5, -0.4, 1.1], [-1.1, 2.4, -0.1], [-0.1, 1.0, -0.2], [-0.3, 0.1, -0.4], [-0.3, 0.5, 1.0], [2.3, 2.4, 1.5], [0.4, 0.5, 1.5], [-0.7, 1.6, -1.4], [-1.9, 1.5, 1.0], [-0.3, 0.3, 0.0], [-1.8, -1.3, -0.7], [-1.8, -1.0, 0.3], [0.6, 0.5, 0.9], [0.5, -1.1, -0.5], [1.1, 2.5, 0.8], [0.3, -1.3, 0.0], [1.0, 0.7, -0.3], [-0.6, -2.2, -1.7], [-0.6, 0.2, -2.3], [-5.5, 1.9, -3.1], [0.7, 0.5, -0.5], [0.1, 0.7, -0.2], [0.5, -0.3, -0.9]],
  "smiles": "CNC(=O)[C@@H](CC(C)C)NC(=O)[C@@H](Cc1c[nH]c[nH+]1)NC(C)=O",
  "de_lowest_ev": 2.7393,
  "total_charge": 1,
  "energy_ev": -29563.5630,
  "multiplicity": 1,
  "fmax_ev_per_a": 6.6
}

=====

# 3
{
  "formula": "C15H26N6O",
  "method": "ωB97M-V/def2-TZVPD",
  "elements": ["H", "H", "H", "H", "O", "H", "H", "H", "H", "H", "C", "C", "H", "C", "H", "C", "N", "H", "H", "H", "C", "C", "N", "C", "N", "N", "C", "C", "H", "C", "C", "H", "C", "N", "H", "C", "H", "H", "H", "H", "H", "C", "H", "H", "N", "C", "H", "H"],
  "xyz": [[-0.130070, -2.340571, -0.986465], [-3.612175, -0.797480, -1.541157], [2.248541, -1.472272, 0.705155], [3.346659, 0.036487, 1.792406], [3.767329, -2.226337, -0.925623], [-4.110192, 1.456333, -0.809505], [3.552005, 1.210523, 3.084673], [-4.360728, -1.492717, -0.104433], [0.106877, 0.213751, 2.090266], [1.416676, 2.244336, 2.652097], [3.166909, -1.893434, -1.921935], [1.553458, 0.520963, -0.920129], [2.337132, -0.058998, 3.237062], [-4.474488, 0.660124, -0.160382], [1.817301, 0.190343, -3.030032], [-3.764038, -0.656736, -0.472390], [-0.151721, 3.036452, 0.357848], [0.201918, -0.197742, -2.424119], [-4.591040, 0.303842, 1.969052], [2.633999, 0.479020, -0.705705], [1.651228, -1.735177, -2.020094], [-0.422701, 1.856034, 0.869647], [3.812143, -1.633660, -3.084479], [1.793659, 1.550706, 1.896246], [-1.316200, 3.591212, 0.051570], [0.766337, -0.046593, 0.156270], [0.567711, 0.827657, 1.305202], [-4.053683, 0.952486, 1.276289], [-4.215252, 1.990646, 1.557562], [0.940983, -2.287724, -0.781875], [2.817450, 0.623203, 2.537987], [2.261075, 2.151309, 1.116574], [-2.432475, -0.585215, 0.292620], [-1.771818, 1.707372, 0.865777], [-1.589909, -0.395524, -0.372044], [1.269137, -0.259900, -2.200733], [-2.223315, 0.305346, 2.293784], [0.596870, -1.784326, 1.282728], [1.305953, -3.292949, -0.567480], [-2.230339, -1.515967, 0.820789], [1.326684, -2.301475, -2.901523], [1.185792, -1.406193, 0.443045], [3.328550, -1.379844, -3.926423], [4.815522, -1.708139, -3.108440], [-2.280661, 2.824361, 0.341696], [-2.569458, 0.583041, 1.292176], [-5.554451, 0.586698, -0.271552], [1.266818, 1.566729, -1.052007]],
  "forces_ev_per_angstrom": [[0.0, 0.0, 0.0], [0.0, -0.1, 0.0], [-0.1, 0.0, 0.1], [0.1, -0.1, 0.0], [0.2, -0.1, 0.4], [-0.1, 0.0, 0.0], [0.1, 0.0, 0.1], [0.0, 0.0, 0.0], [0.0, 0.0, -0.1], [0.0, 0.1, -0.1], [-0.4, 0.0, -0.4], [-0.1, 0.1, -0.3], [0.0, -0.1, 0.1], [-0.1, -0.1, 0.0], [0.0, 0.0, 0.0], [-0.1, 0.0, 0.0], [0.9, -0.4, 0.3], [0.0, 0.0, 0.0], [0.0, 0.0, 0.0], [0.0, 0.1, 0.0], [-0.2, -0.1, 0.2], [-0.7, 0.0, 0.1], [0.3, 0.1, -0.4], [-0.1, -0.3, 0.1], [-0.1, 0.9, -0.5], [0.2, -0.1, 0.1], [0.2, 0.2, 0.1], [0.0, 0.2, -0.1], [-0.1, 0.0, 0.1], [0.3, 0.0, 0.1], [-0.1, 0.1, -0.1], [0.0, 0.1, 0.0], [0.0, -0.1, -0.1], [1.4, 0.7, -0.1], [0.0, -0.1, 0.1], [0.2, 0.1, 0.1], [0.0, 0.1, -0.1], [0.0, 0.0, 0.0], [0.0, 0.0, 0.0], [0.1, 0.0, 0.0], [0.0, 0.0, 0.0], [-0.1, -0.3, 0.0], [0.0, 0.0, 0.0], [0.0, 0.0, 0.0], [-1.2, -0.3, 0.1], [-0.3, -0.5, 0.3], [-0.1, 0.0, 0.0], [0.1, -0.1, 0.0]],
  "smiles": "CC[C@@H](c1nnnn1C1CCCC1)N1CCC(C(N)=O)CC1",
  "de_lowest_ev": 0.0000,
  "total_charge": 0,
  "energy_ev": -26965.1695,
  "multiplicity": 1,
  "fmax_ev_per_a": 1.6
}